Model A:
Molecular formula: C3H3NOS
Method: DFT, ωB97M-V with the def2-TZVPD basis set

Values from the calculation:
multiplicity = 1
gap between HOMO and LUMO = 9.63 eV
SMILES = C=C=O.N=C=S
LUMO level = 0.16 eV

Geometry as XYZ:
```
9
C3H3NOS | the Open Molecules 2025 dataset | ωB97M-V with the def2-TZVPD basis set
C 0.595 0.234 -0.445
C 0.631 1.508 -0.076
O 0.860 2.637 0.226
H -0.302 -0.101 -1.004
H 1.158 -0.464 0.074
N -1.691 -0.203 1.377
C -2.417 -0.226 0.401
S -3.569 0.117 -0.588
H -0.816 -0.642 1.332
```



Model B:
Molecular formula: C3H3NOS
Method: DFT, ωB97M-V with the def2-TZVPD basis set

Values from the calculation:
multiplicity = 1
gap between HOMO and LUMO = 8.56 eV
SMILES = N#C[C@H](O)C=S
LUMO level = -1.12 eV

Geometry as XYZ:
```
9
C3H3NOS | the Open Molecules 2025 dataset | ωB97M-V with the def2-TZVPD basis set
N -0.819 2.450 -0.132
C -1.013 1.271 -0.062
C -0.774 -0.117 0.180
O -1.406 -0.511 1.410
C 0.685 -0.338 0.175
S 1.535 -1.072 -0.926
H -1.341 -0.702 -0.620
H -0.673 -0.238 2.255
H 1.053 0.134 1.072
```



Which is most stable? The ranking, best first, is model A, model B.



Model A:
Molecular formula: C3H3NOS
Method: DFT, ωB97M-V with the def2-TZVPD basis set

Values from the calculation:
multiplicity = 1
gap between HOMO and LUMO = 10.29 eV
SMILES = O=C1CC=NS1
LUMO level = 0.68 eV

Geometry as XYZ:
```
9
C3H3NOS | the Open Molecules 2025 dataset | ωB97M-V with the def2-TZVPD basis set
O -2.142 0.115 -0.004
C -0.946 0.198 0.008
C -0.054 1.425 -0.010
C 1.338 0.917 -0.012
N 1.616 -0.287 0.004
S 0.142 -1.243 0.001
H -0.306 2.076 0.918
H -0.304 2.018 -0.874
H 2.134 1.646 0.019
```



Model B:
Molecular formula: C3H3NOS
Method: DFT, ωB97M-V with the def2-TZVPD basis set

Values from the calculation:
multiplicity = 1
gap between HOMO and LUMO = 9.11 eV
SMILES = N#CC(=O)CS
LUMO level = -0.71 eV

Geometry as XYZ:
```
9
C3H3NOS | the Open Molecules 2025 dataset | ωB97M-V with the def2-TZVPD basis set
N -2.883 0.685 -0.172
C -1.830 0.228 -0.046
C -0.555 -0.402 -0.138
O -0.477 -1.597 -0.268
C 0.719 0.611 -0.024
S 2.254 -0.355 0.014
H 0.622 1.185 -0.834
H 0.451 1.125 0.807
H 1.697 -1.480 0.661
```



Which is most stable? The ranking, best first, is model A, model B.



Model A:
Molecular formula: C3H3NOS
Method: DFT, ωB97M-V with the def2-TZVPD basis set

Values from the calculation:
multiplicity = 1
gap between HOMO and LUMO = 10.08 eV
SMILES = Sc1ccon1
LUMO level = 0.73 eV

Geometry as XYZ:
```
9
C3H3NOS | the Open Molecules 2025 dataset | ωB97M-V with the def2-TZVPD basis set
S 2.386 -0.541 0.000
C 0.625 -0.473 -0.004
C -0.252 0.673 -0.001
C -1.469 0.111 -0.006
O -1.386 -1.212 -0.004
N -0.048 -1.590 0.001
H 2.541 0.794 -0.019
H 0.057 1.716 0.006
H -2.454 0.522 0.026
```



Model B:
Molecular formula: C3H3NOS
Method: DFT, ωB97M-V with the def2-TZVPD basis set

Values from the calculation:
multiplicity = 1
gap between HOMO and LUMO = 10.18 eV
SMILES = N#C[C@H](S)C=O
LUMO level = 0.00 eV

Geometry as XYZ:
```
9
C3H3NOS | the Open Molecules 2025 dataset | ωB97M-V with the def2-TZVPD basis set
N 0.359 -2.741 -0.506
C 0.103 -1.662 -0.209
C -0.218 -0.331 0.298
S -1.583 0.241 -0.835
C 0.871 0.760 0.200
O 1.900 0.723 -0.396
H -0.554 -0.184 1.296
H -1.312 1.620 -0.627
H 0.434 1.573 0.780
```



Which is most stable? The ranking, best first, is model B, model A.



Model A:
Molecular formula: C6H13N
Method: DFT, ωB97M-V with the def2-TZVPD basis set

Values from the calculation:
multiplicity = 1
gap between HOMO and LUMO = 9.66 eV
SMILES = CCCC/C=C/N
LUMO level = 1.06 eV

Geometry as XYZ:
```
20
C6H13N | the Open Molecules 2025 dataset | ωB97M-V with the def2-TZVPD basis set
C 1.200 -1.132 1.495
C 1.537 0.314 1.094
C 0.248 1.151 0.980
C -1.070 0.468 0.636
C -1.079 -0.444 -0.586
C -0.985 0.092 -1.786
N -0.600 -0.585 -2.992
H 0.712 -1.096 2.466
H 2.094 -1.766 1.478
H 0.604 -1.578 0.703
H 1.963 0.264 0.086
H 2.313 0.785 1.697
H 0.141 1.699 1.922
H 0.375 1.916 0.211
H -1.771 1.273 0.402
H -1.528 -0.073 1.437
H -1.113 -1.516 -0.417
H -1.098 1.172 -1.779
H -0.517 0.130 -3.699
H -1.424 -1.073 -3.348
```



Model B:
Molecular formula: C6H13N
Method: DFT, ωB97M-V with the def2-TZVPD basis set

Values from the calculation:
multiplicity = 1
gap between HOMO and LUMO = 7.88 eV
LUMO level = 0.96 eV

Geometry as XYZ:
```
20
C6H13N | the Open Molecules 2025 dataset | ωB97M-V with the def2-TZVPD basis set
C 0.880 -2.389 -1.093
C -0.152 -1.557 -0.361
N 0.338 -0.454 0.468
C 1.146 -0.222 1.461
C -0.361 -0.114 -0.603
C -1.472 2.132 1.538
C -0.017 0.863 -1.673
H 1.303 -3.184 -0.471
H 0.397 -2.858 -1.957
H 1.696 -1.759 -1.463
H -0.969 -2.131 0.086
H 1.477 0.793 1.647
H -1.232 1.641 2.485
H 1.398 -1.034 2.130
H -1.659 1.370 0.776
H -2.353 2.765 1.662
H -0.621 2.748 1.229
H 0.976 0.680 -2.116
H -0.018 1.882 -1.270
H -0.759 0.828 -2.476
```



Which is most stable? The ranking, best first, is model A, model B.



Model A:
Molecular formula: C6H13N
Method: DFT, ωB97M-V with the def2-TZVPD basis set

Values from the calculation:
multiplicity = 1
gap between HOMO and LUMO = 8.33 eV
LUMO level = 1.16 eV

Geometry as XYZ:
```
20
C6H13N | the Open Molecules 2025 dataset | ωB97M-V with the def2-TZVPD basis set
C -0.702 -0.623 2.896
C -1.072 -0.140 1.491
C 0.114 0.287 0.679
N 0.173 0.065 -0.596
C -0.069 -0.785 -1.618
C 1.136 0.080 -1.685
C 1.270 1.318 -2.541
H -0.157 0.144 3.458
H -0.074 -1.519 2.854
H -1.605 -0.870 3.464
H -1.588 -0.942 0.946
H -1.783 0.693 1.573
H 0.914 -1.975 0.513
H 0.925 0.861 1.120
H -0.952 -0.825 -2.240
H 0.643 -2.100 -0.196
H 2.091 -0.389 -1.414
H 1.715 1.022 -3.498
H 0.288 1.754 -2.748
H 1.918 2.082 -2.095
```



Model B:
Molecular formula: C6H13N
Method: DFT, ωB97M-V with the def2-TZVPD basis set

Values from the calculation:
multiplicity = 1
gap between HOMO and LUMO = 10.27 eV
SMILES = CCC/C(C)=N/C
LUMO level = 1.07 eV

Geometry as XYZ:
```
20
C6H13N | the Open Molecules 2025 dataset | ωB97M-V with the def2-TZVPD basis set
C -0.878 2.875 0.368
C -0.636 1.361 0.297
C 0.477 0.844 -0.634
C 0.515 -0.652 -0.394
C 1.465 -1.149 0.683
N -0.358 -1.343 -1.007
C -0.570 -2.737 -0.682
H -1.745 3.156 -0.238
H -1.090 3.188 1.396
H -0.024 3.462 0.017
H -0.449 0.965 1.303
H -1.546 0.864 -0.050
H 0.226 1.041 -1.681
H 1.445 1.315 -0.416
H 2.025 -0.319 1.122
H 0.930 -1.658 1.493
H 2.187 -1.864 0.272
H -0.248 -3.367 -1.518
H -0.075 -3.092 0.232
H -1.649 -2.891 -0.565
```



Model C:
Molecular formula: C6H13N
Method: DFT, ωB97M-V with the def2-TZVPD basis set

Values from the calculation:
multiplicity = 1
gap between HOMO and LUMO = 8.98 eV
LUMO level = 1.04 eV

Geometry as XYZ:
```
20
C6H13N | the Open Molecules 2025 dataset | ωB97M-V with the def2-TZVPD basis set
C -1.371 1.874 1.887
C -0.410 0.801 1.368
C -0.104 0.990 -0.119
N 0.822 -0.002 -0.646
C 0.698 -0.452 -2.339
C 0.335 -1.286 -1.172
C 1.134 -2.513 -0.790
H -2.319 1.867 1.333
H -0.940 2.878 1.794
H -1.609 1.714 2.943
H 0.526 0.827 1.941
H -0.849 -0.194 1.525
H 0.335 1.979 -0.289
H -1.037 0.941 -0.699
H 1.699 0.291 -1.093
H -0.191 0.134 -2.627
H -0.723 -1.373 -0.897
H 0.817 -3.362 -1.407
H 2.197 -2.337 -0.978
H 0.991 -2.775 0.266
```



Which is most stable? The ranking, best first, is model B, model C, model A.



Model A:
Molecular formula: C6H13N
Method: DFT, ωB97M-V with the def2-TZVPD basis set

Values from the calculation:
multiplicity = 1
gap between HOMO and LUMO = 9.82 eV
SMILES = C/C=C(\C)CCN
LUMO level = 1.05 eV

Geometry as XYZ:
```
20
C6H13N | the Open Molecules 2025 dataset | ωB97M-V with the def2-TZVPD basis set
C -2.917 0.347 -0.692
C -1.517 -0.233 -0.753
C -0.616 -0.165 0.229
C -0.927 0.241 1.654
C 0.775 -0.755 -0.009
C 1.786 0.387 -0.099
N 3.133 -0.057 -0.444
H -3.238 0.667 0.295
H -3.047 1.165 -1.401
H -3.613 -0.439 -1.003
H -1.195 -0.476 -1.759
H -1.069 -0.635 2.285
H -0.113 0.844 2.057
H -1.826 0.851 1.710
H 1.029 -1.464 0.778
H 0.745 -1.212 -0.996
H 1.410 1.087 -0.845
H 1.811 0.931 0.860
H 3.666 -0.311 0.364
H 3.656 0.687 -0.911
```



Model B:
Molecular formula: C6H13N
Method: DFT, ωB97M-V with the def2-TZVPD basis set

Values from the calculation:
multiplicity = 1
gap between HOMO and LUMO = 10.46 eV
SMILES = C=CCC[C@@H](C)N
LUMO level = 1.12 eV

Geometry as XYZ:
```
20
C6H13N | the Open Molecules 2025 dataset | ωB97M-V with the def2-TZVPD basis set
C 0.178 -1.994 -2.582
C -0.116 -1.231 -1.557
C 0.649 -1.325 -0.249
C 0.031 -0.511 0.886
C 0.038 0.995 0.626
C -1.305 1.628 0.954
N 1.162 1.621 1.361
H -0.367 -1.955 -3.522
H 0.985 -2.732 -2.586
H -0.921 -0.500 -1.567
H 1.684 -1.006 -0.374
H 0.668 -2.368 0.045
H -0.975 -0.883 1.101
H 0.620 -0.706 1.786
H 0.246 1.185 -0.434
H -2.097 1.092 0.423
H -1.330 2.677 0.678
H -1.545 1.573 2.028
H 0.806 2.095 2.185
H 1.590 2.343 0.795
```



Which is most stable? The ranking, best first, is model A, model B.